# C24H35MnN6S2Si2

A molecular structure, C24H35MnN6S2Si2 (wB97M-V/def2-TZVPD, the Open Molecules 2025 dataset).

Summary:
- Energy: -3790.5398 a.u.
- HOMO-LUMO gap (spin up / spin down): 5.371 / 5.619 eV

```
! RIJCOSX wB97M-V def2-TZVPD def2/J DEFGRID3
* xyz 0 5
Mn 0.20 0.16 -0.11
S 2.46 0.31 -0.14
C 2.88 1.98 0.10
C 4.21 2.36 0.30
C 4.54 3.69 0.51
C 5.92 4.04 0.76
N 7.02 4.32 0.97
C 3.54 4.67 0.51
C 2.22 4.30 0.30
C 1.88 2.96 0.10
S 0.23 2.49 -0.16
C 3.86 6.05 0.75
N 4.08 7.16 0.94
H 4.98 1.60 0.30
H 1.45 5.06 0.29
C -2.68 2.43 -1.65
Si -2.91 1.40 -0.10
C -4.78 1.15 -0.09
C -2.70 2.37 1.51
N -1.80 0.05 -0.08
C -2.19 -1.32 0.00
C -3.51 -1.76 0.10
C -3.85 -3.11 0.14
C -2.86 -4.06 0.07
C -1.54 -3.64 -0.02
C -1.16 -2.29 -0.05
N 0.19 -1.84 -0.11
Si 1.42 -3.09 -0.17
C 1.38 -4.20 1.37
C 1.25 -4.14 -1.72
C 3.22 -2.60 -0.18
H -3.14 3.42 -1.53
H -3.20 1.92 -2.47
H -1.65 2.56 -1.93
H -5.21 2.16 -0.14
H -5.16 0.67 0.82
H -5.16 0.60 -0.95
H -3.36 3.25 1.50
H -1.69 2.73 1.68
H -3.03 1.74 2.35
H -4.30 -1.04 0.12
H -4.90 -3.39 0.21
H -3.09 -5.12 0.08
H -0.78 -4.40 -0.10
H 0.41 -4.62 1.62
H 1.75 -3.66 2.25
H 2.07 -5.03 1.19
H 0.35 -4.76 -1.75
H 2.12 -4.80 -1.81
H 1.22 -3.49 -2.60
H 3.52 -2.00 0.67
H 3.53 -2.07 -1.09
H 3.77 -3.55 -0.14
N -0.08 -0.03 5.17
C -0.18 1.32 4.50
C 0.47 1.22 3.13
N -0.11 0.16 2.32
C -0.06 -1.14 2.97
C -0.72 -1.13 4.34
H -0.48 0.00 6.10
H 0.92 -0.26 5.27
H 0.29 2.05 5.15
H -1.24 1.54 4.40
H 1.55 1.01 3.24
H 0.38 2.17 2.60
H -1.07 0.39 2.04
H 1.00 -1.43 3.07
H -0.54 -1.88 2.34
H -0.59 -2.07 4.87
H -1.78 -0.88 4.26
*
```



# C39H35AsF6MoN7S3SeSi

A molecular structure, C39H35AsF6MoN7S3SeSi at a distorted geometry (wB97M-V/def2-TZVPD, the Open Molecules 2025 dataset).

Summary:
- Energy: -8678.6741 a.u.
- HOMO-LUMO gap (spin up / spin down): 6.016 / 4.405 eV
- Relative energy (zero: lowest compared OMol25 entry of this formula, charge and spin): 0.0 kcal per mole

```
! RIJCOSX wB97M-V def2-TZVPD def2/J DEFGRID3
* xyz 2 4
Mo -0.38 1.00 0.42
S 5.45 -0.42 4.44
C 6.87 -0.63 3.52
C 6.64 -0.49 2.18
C 5.27 -0.21 1.90
C 4.48 -0.13 3.04
C 3.03 0.14 3.15
C 2.25 0.37 2.01
N 0.92 0.63 2.01
C 0.27 0.67 3.19
C 0.95 0.45 4.40
C 0.25 0.50 5.62
C -1.11 0.76 5.62
C -1.79 0.98 4.42
C -3.17 1.25 4.39
C -3.84 1.47 3.18
C -3.05 1.40 2.04
N -1.71 1.14 2.02
C -1.09 0.93 3.19
C -5.29 1.76 3.08
C -6.07 1.99 1.95
C -7.44 2.23 2.25
C -7.69 2.18 3.60
S -6.28 1.85 4.49
C 2.33 0.19 4.36
H 7.81 -0.85 4.02
H 7.41 -0.59 1.43
H 4.90 -0.06 0.89
H 2.68 0.36 1.01
H 0.77 0.33 6.56
H -1.64 0.80 6.57
H -3.71 1.29 5.33
H -3.46 1.55 1.04
H -5.68 1.98 0.94
H -8.20 2.43 1.50
H -8.64 2.33 4.10
H 2.85 0.02 5.30
F -1.51 1.92 -0.91
As -2.55 2.77 -2.14
F -1.06 3.30 -3.03
F -2.61 1.25 -3.14
F -3.58 3.62 -3.37
F -4.04 2.24 -1.24
F -2.49 4.28 -1.14
C 3.02 -2.80 -2.27
Si 1.86 -3.14 -0.84
C 2.86 -3.78 0.60
C 0.60 -4.40 -1.37
Se 0.81 -1.20 -0.25
H 3.53 -3.74 -2.56
H 3.77 -2.04 -1.97
H 2.43 -2.41 -3.13
H 3.37 -4.72 0.31
H 2.18 -3.98 1.46
H 3.61 -3.02 0.90
H 1.11 -5.34 -1.66
H 0.02 -4.01 -2.24
H -0.09 -4.61 -0.53
N 4.62 0.74 -9.14
C 4.23 0.92 -8.06
C 3.75 1.15 -6.73
C 4.37 2.09 -5.91
C 3.90 2.32 -4.61
C 2.81 1.59 -4.12
C 2.19 0.65 -4.95
C 2.66 0.43 -6.25
N 2.33 1.82 -2.79
C 2.83 2.71 -1.86
C 2.05 2.57 -0.74
N 1.08 1.63 -0.93
C 1.27 1.20 -2.16
H 5.22 2.67 -6.28
H 4.42 3.06 -4.02
H 1.34 0.06 -4.62
H 2.17 -0.31 -6.87
H 3.67 3.36 -2.05
H 2.13 3.11 0.20
H 0.67 0.44 -2.63
N -4.78 -4.60 -0.43
C -4.90 -3.34 -0.96
S -6.25 -3.08 -1.92
C -3.84 -2.32 -0.63
C -2.75 -2.64 0.18
C -1.80 -1.66 0.45
N -1.86 -0.41 -0.04
C -2.92 -0.12 -0.82
C -3.91 -1.02 -1.14
H -5.50 -5.28 -0.66
H -4.03 -4.93 0.17
H -2.60 -3.62 0.62
H -0.94 -1.87 1.08
H -2.94 0.90 -1.20
H -4.72 -0.69 -1.78
H -0.11 2.71 0.96
*
```



# C6H3N

A molecular structure, C6H3N at a distorted geometry (wB97M-V/def2-TZVPD, the Open Molecules 2025 dataset).

Summary:
- Energy: -284.8164 a.u.
- HOMO-LUMO gap (spin up / spin down): 7.769 / 7.763 eV
- Relative energy (zero: lowest compared OMol25 entry of this formula, charge and spin): 126.3 kcal per mole

```
! RIJCOSX wB97M-V def2-TZVPD def2/J DEFGRID3
* xyz 0 1
C -3.31 0.32 0.03
C -2.55 1.24 -0.65
C -2.56 -0.74 0.27
C -0.65 -0.64 -0.16
C 0.66 -0.46 -0.39
C -1.53 0.51 0.35
N -1.58 -1.68 -0.24
H 1.37 -1.39 -0.65
H 1.23 0.41 -0.48
H -1.49 0.94 1.39
*
```